# 1
The following is a DFT calculation (ωB97M-V with the def2-TZVPD basis set) of a gas-phase ion, C4H8N3O2S (charge +1) in a non-equilibrium geometry.

Last column: Mulliken charge in e.
Geometry (Å):
C 0.2100 1.4428 0.9601  0.43
C -1.5554 -0.1616 1.0924  -0.30
C -0.1422 0.0255 -1.0924  0.06
C 1.2044 -0.3069 -1.8016  -1.23
N 0.0245 1.3032 -0.3613  -0.11
N -0.5036 -0.9541 -0.0946  -0.18
N -0.5339 0.4164 1.7170  0.22
O 0.8210 2.2363 1.5833  -0.48
O 0.3575 -0.4408 2.2093  -0.26
S 0.6971 -1.5359 0.9033  0.28
H -2.2366 0.3930 0.4479  0.32
H -2.0832 -1.0396 1.6720  0.29
H -0.8580 0.1618 -1.8937  0.37
H 1.0512 -1.2924 -2.2537  0.37
H 2.1574 -0.3192 -1.0242  0.25
H 1.4285 0.5373 -2.5130  0.42
H 0.1937 2.1404 -0.8921  0.23
H -0.2323 -2.6062 1.3412  0.31

Values from the calculation:
2S+1 = 1
E_tot = -869.724160 a.u.
Total charge = +1
Maximum force = 4.66 eV/A

---

# 2
The following is a DFT calculation (ωB97M-V with the def2-TZVPD basis set) of a molecular structure, C42H52BrFN9O3Rb in a non-equilibrium geometry.

Last column: Mulliken charge in e.
Geometry (Å):
Rb 0.0550 2.5230 1.1544  0.70
C -1.3426 -3.6071 6.1015  -1.03
C -2.4764 -2.6610 5.7317  -0.97
N -2.2284 -1.9539 4.4835  0.13
C -1.6496 -0.7015 4.5436  0.22
C -1.2577 0.0199 3.4795  0.03
C -0.6529 1.4244 3.5958  -0.50
O -1.4651 2.3549 3.5167  -0.67
O 0.5926 1.4495 3.6593  -0.67
C -1.4107 -0.5292 2.1526  1.06
O -1.0505 0.0424 1.1243  -0.51
C -2.0425 -1.8653 2.0954  0.71
C -2.2647 -2.4396 0.8435  -0.94
C -2.8552 -3.6671 0.7502  0.46
F -3.1279 -4.2003 -0.4819  -0.37
C -3.2208 -4.3865 1.8911  -1.51
C -2.9975 -3.8266 3.1356  -0.81
C -2.4267 -2.5480 3.2638  0.54
N -3.8636 -5.6682 1.8295  0.36
C -3.3600 -6.6234 0.8628  -0.46
C -3.8596 -8.0059 1.2339  -0.93
N -5.3663 -7.9745 1.2198  -0.15
C -5.9038 -6.9320 2.1645  -0.77
C -5.3118 -5.5892 1.7849  -0.46
H -1.5543 -4.1040 7.0474  0.39
H -0.4104 -3.0538 6.2048  0.33
H -1.1984 -4.3683 5.3346  0.29
H -2.6058 -1.9034 6.5047  0.49
H -3.4283 -3.1928 5.6611  0.37
H -1.5464 -0.3089 5.5470  0.46
H -1.9778 -1.8829 -0.0388  0.77
H -3.2544 -4.4193 4.0015  0.41
H -2.2704 -6.6271 0.8836  0.47
H -3.6648 -6.3943 -0.1695  0.40
H -3.5591 -8.2818 2.2434  0.35
H -3.5374 -8.7647 0.5230  0.43
H -5.7510 -8.8966 1.4417  0.35
H -5.6730 -7.7393 0.2696  0.41
H -5.5867 -7.2264 3.1639  0.35
H -6.9900 -6.9447 2.0958  0.40
H -5.6600 -4.8397 2.4947  0.47
H -5.6771 -5.2900 0.7864  0.28
C 0.6451 -1.2945 -3.9953  -1.12
N 0.2076 -0.0685 -3.3682  0.23
C -0.4874 -0.2672 -2.1163  -0.90
C 0.9566 1.0901 -3.5037  0.20
N 1.1766 1.8126 -2.4722  -0.12
C 1.5079 3.1646 -2.5911  0.37
C 0.7394 3.9720 -3.3962  -0.16
C 1.0241 5.3337 -3.5664  -0.83
C 2.0910 5.8883 -2.9292  -0.98
C 2.8789 5.1136 -2.0447  0.74
C 3.9487 5.7329 -1.3518  -0.97
C 4.6793 5.0328 -0.4414  -0.99
C 4.3646 3.6905 -0.1774  -0.38
C 3.3484 3.0361 -0.8398  0.30
N 2.9944 1.7527 -0.4150  0.36
C 3.8513 0.8344 -0.1840  0.11
N 3.5580 -0.1695 0.7178  0.23
C 3.8353 -1.5488 0.3887  -1.14
C 2.4138 0.0213 1.5851  -0.77
N 5.1033 0.6925 -0.7742  0.34
C 6.2635 0.4202 0.0463  -1.28
C 5.3955 1.3542 -2.0186  -0.52
C 2.5785 3.7410 -1.8284  -0.34
N 1.4188 1.2799 -4.8079  0.34
C 0.4744 1.2201 -5.9043  -1.28
C 2.5729 2.1050 -5.0791  -0.40
H -0.2215 -1.9209 -4.2237  0.29
H 1.3099 -1.8648 -3.3308  0.28
H 1.1803 -1.0850 -4.9178  0.38
H -1.3530 -0.9123 -2.2903  0.45
H -0.8218 0.6871 -1.7218  0.21
H 0.1580 -0.7294 -1.3611  0.14
H -0.1206 3.5348 -3.8896  0.55
H 0.3839 5.9385 -4.1953  0.36
H 2.3258 6.9371 -3.0476  0.35
H 4.1491 6.7792 -1.5407  0.42
H 5.4791 5.5125 0.1078  0.39
H 4.8957 3.1553 0.6017  0.51
H 4.5839 -1.6072 -0.3974  0.42
H 2.9240 -2.0529 0.0399  0.27
H 4.2016 -2.0849 1.2684  0.29
H 2.3499 1.0589 1.8920  0.25
H 2.5378 -0.5859 2.4826  0.27
H 1.4740 -0.2617 1.0966  0.11
H 5.9532 0.0432 1.0173  0.40
H 6.8519 1.3336 0.1983  0.35
H 6.9098 -0.3224 -0.4318  0.33
H 4.4737 1.4885 -2.5748  -0.27
H 6.0726 0.7255 -2.6033  0.39
H 5.8579 2.3381 -1.8796  0.29
H -0.4262 0.6969 -5.5924  0.38
H 0.9093 0.6956 -6.7608  0.34
H 0.1944 2.2298 -6.2300  0.34
H 3.2506 2.0798 -4.2337  -0.10
H 2.3147 3.1504 -5.2753  0.25
H 3.0894 1.6998 -5.9535  0.39
Br -4.2770 8.4466 0.3532  -0.29
C -2.9659 7.0553 0.1656  0.26
C -2.2877 6.6079 1.2803  -0.75
C -1.3433 5.5906 1.1235  0.09
C -1.0404 4.9788 -0.1097  -0.38
C -1.7730 5.5026 -1.1892  -0.24
C -2.7211 6.5190 -1.0841  -0.71
H -2.4891 7.0468 2.2496  0.36
H -0.8218 5.2744 2.0293  0.20
H -1.6134 5.0995 -2.1875  0.12
H -3.2631 6.8846 -1.9480  0.38

Values from the calculation:
2S+1 = 1
E_tot = -5047.987998 a.u.
Total charge = 0
Maximum force = 1.45 eV/A

---

# 3
The following is a DFT calculation (ωB97M-V with the def2-TZVPD basis set) of a molecular structure, C10H9N2O5Zn in a non-equilibrium geometry.

Last column: Mulliken charge in e.
Geometry (Å):
O -5.2337 -1.9372 -1.2850  -0.14
C -4.2234 -1.4961 -1.4455  0.14
Zn -0.0185 -0.0795 0.0011  -0.05
O -1.4978 -0.2420 -2.6886  -0.18
C -0.9046 -0.1662 -1.7070  0.28
C 1.6265 0.7948 -0.6825  0.35
O 2.6090 1.2438 -1.0774  -0.22
C 0.5147 -0.0740 1.8655  0.32
O 0.7689 -0.1011 2.9864  -0.23
C -0.9262 1.6772 0.3308  0.26
O -1.5407 2.6132 0.5512  -0.22
H -1.4095 -0.6590 0.5849  -0.35
C 1.3412 -5.0259 -1.7879  -1.23
C 1.4824 -3.7297 -1.0639  0.81
C 2.5333 -3.3004 -0.3174  -0.93
C 2.2532 -2.0247 0.1572  1.00
N 1.0699 -1.6806 -0.2919  0.26
N 0.5916 -2.7650 -1.0469  -0.09
C 3.2044 -1.2353 0.9969  -1.54
H 2.1700 -5.0919 -2.4784  0.32
H 1.4435 -5.8114 -1.0531  0.33
H 0.4038 -5.0813 -2.2955  0.35
H 3.4535 -3.8488 -0.1278  0.44
H -0.3391 -2.7431 -1.4926  0.26
H 3.4070 -1.8083 1.9064  0.36
H 4.1476 -1.1570 0.4499  0.34
H 2.8763 -0.2552 1.2687  0.39

Values from the calculation:
2S+1 = 1
E_tot = -2651.108463 a.u.
Total charge = +1
Maximum force = 7.27 eV/A

---

# 4
The following is a DFT calculation (ωB97M-V with the def2-TZVPD basis set) of 4 unconnected molecules or ions with the total composition C5H18N2O4 in a non-equilibrium geometry.

Last column: Mulliken charge in e.
Geometry (Å):
C -1.0802 -2.0462 1.4573  -1.13
C -1.2219 -0.5129 1.3372  0.82
N -0.3662 0.2287 0.5752  0.45
C -0.4491 1.6833 0.6764  -0.78
C 0.2245 -0.3871 -0.6034  -0.59
C 1.7466 -0.6980 -0.4505  -0.57
N 2.6386 0.0246 -1.3656  -0.66
O -1.9506 0.0170 2.1695  -0.69
H -0.0460 -2.3615 1.3231  0.28
H -1.3410 -2.1794 2.5101  0.41
H -1.8538 -2.6284 0.9698  0.22
H 0.4458 2.0827 1.1413  0.28
H -1.3623 1.9461 1.2069  0.40
H -0.7166 2.0632 -0.3144  0.02
H -0.2967 -1.2991 -0.8568  0.44
H 0.1701 0.3079 -1.4419  0.19
H 2.0027 -0.6240 0.6063  0.29
H 1.9068 -1.7606 -0.7060  0.23
H 2.1029 0.5354 -2.0544  0.26
H 3.1769 0.7229 -0.8496  0.27
H -3.3830 -1.8763 -1.1988  0.26
H -2.9121 -0.4253 -1.5057  0.26
O -2.7358 -1.2127 -0.9668  -0.53
H 0.0914 2.3635 -3.1384  0.32
H -1.2523 2.4772 -2.3797  0.30
O -0.7259 1.8906 -2.9686  -0.65
H 2.4361 -0.0434 2.8670  0.32
H 2.0511 1.0439 1.6756  0.26
O 2.6999 0.6681 2.2849  -0.68

Values from the calculation:
2S+1 = 1
E_tot = -611.742575 a.u.
Total charge = 0
Maximum force = 1.81 eV/A
SMILES = CC(=O)N(C)CCN.O.O.O

---

# 5
The following is a DFT calculation (ωB97M-V with the def2-TZVPD basis set) of a single C4H8O2 molecule.

Last column: Mulliken charge in e.
Geometry (Å):
O 1.4214 1.1123 -0.2422  -0.54
C 1.4933 -0.2967 -0.2637  -0.50
C 0.1195 -0.9811 -0.1296  -0.52
C -0.8580 -0.1782 0.7321  -0.56
C -1.4762 1.0029 0.0207  0.08
O -1.2239 1.3481 -1.1135  -0.54
H 0.8170 1.3867 -0.9451  0.35
H 2.1233 -0.5705 0.5930  0.32
H 1.9918 -0.6592 -1.1783  0.29
H 0.2721 -1.9760 0.3073  0.35
H -0.3454 -1.1361 -1.1120  0.28
H -1.6998 -0.7999 1.0783  0.36
H -0.3861 0.2029 1.6484  0.28
H -2.2489 1.5448 0.6043  0.37

Values from the calculation:
2S+1 = 1
E_tot = -307.670661 a.u.
Total charge = 0
Maximum force = 0.57 eV/A
SMILES = O=CCCCO

---

# 6
The following is a DFT calculation (ωB97M-V with the def2-TZVPD basis set) of a single C6H6ClNO3S molecule in a non-equilibrium geometry.

Last column: Mulliken charge in e.
Geometry (Å):
C -2.3349 1.8577 0.7084  -0.76
C -0.9627 1.6880 0.8234  -0.16
C -2.9404 0.5551 0.3776  0.63
C -1.9607 -0.4280 0.3468  0.07
C -1.9747 -1.8332 0.1794  -0.18
C 1.5865 -1.1859 -0.3120  -0.95
N -0.5627 0.3918 0.6025  0.02
O -2.9407 -2.4881 -0.1274  -0.47
O 1.8353 0.9141 1.1534  -0.60
O 0.7314 -0.9302 2.3160  -0.62
S 0.9469 -0.1637 1.1011  1.15
Cl -4.6050 0.3139 0.1653  -0.15
H -2.9041 2.7547 0.7293  0.44
H -0.1395 2.3799 0.8812  0.45
H -0.9727 -2.4636 0.3108  0.06
H 2.6134 -1.1919 -0.3400  0.45
H 0.9769 -2.1757 -0.4906  0.28
H 1.0595 -0.5962 -1.0367  0.35

Values from the calculation:
2S+1 = 3
E_tot = -1370.874616 a.u.
Total charge = 0
Maximum force = 5.99 eV/A